# 1
Formula: C40H51N8O3P2ReTe
Source: OMol25
Level of theory: ωB97M-V with the def2-TZVPD basis set

The total charge is +1. As for the spin multiplicity: 2. The calculation puts the highest occupied orbital energy (alpha / beta) at -0.352 / -0.363 hartree. The relative energy (zero: lowest compared OMol25 entry of this formula, charge and spin) is 249.8 kJ/mol.

XYZ file:
```
106
Properties=species:S:1:pos:R:3:lowdin_charge:R:1
H 0.557 -2.226 6.248 0.121
C -1.916 2.416 1.106 -0.247
H 3.123 2.401 -5.156 0.086
C 5.720 0.714 0.605 -0.063
O -1.299 -1.631 -1.744 0.001
C 2.305 -1.947 -4.568 -0.299
C 3.632 1.640 -4.568 -0.079
C 4.455 -3.660 0.024 -0.071
C 4.007 -1.783 -1.406 -0.442
H -2.280 1.664 1.802 0.020
C -0.544 2.925 -1.397 -0.383
H 2.559 -2.550 -8.526 0.077
C 5.718 -3.766 -0.529 -0.066
H 3.636 0.701 -7.024 0.125
N 1.586 -6.787 1.528 0.118
O -1.345 -0.108 2.881 -0.207
C 1.135 4.854 0.696 -0.298
H 2.561 -0.816 -8.877 0.083
H 6.713 -1.483 2.975 0.110
H -0.112 1.848 3.650 0.134
H -2.565 -1.121 2.716 0.062
N 1.484 0.075 1.110 -0.128
C 6.051 -0.890 2.362 -0.056
H 1.263 3.878 -2.103 0.092
C 5.294 -1.844 -1.937 -0.303
C 3.176 0.274 -4.985 -0.321
H 7.130 -2.936 -1.894 0.115
C -0.414 -1.255 4.632 -0.013
C -4.955 -3.672 0.740 -0.010
C 2.376 -0.306 2.029 -0.519
H 2.122 -3.204 -6.281 0.117
C 0.968 3.032 -1.471 -0.461
H -4.023 -2.559 -1.808 0.150
H -0.971 3.857 -1.015 0.086
C 6.570 -0.051 1.389 -0.057
Te 2.594 -0.293 -1.970 1.478
N -3.880 -2.831 0.280 -0.082
H -3.218 2.171 -1.479 0.058
H 7.639 0.008 1.246 0.110
C 2.415 -2.227 -5.923 -0.005
C 0.917 1.009 5.360 -0.023
C 1.112 -0.150 6.099 -0.037
C 3.262 -0.043 -6.335 -0.016
H -1.148 3.003 1.598 0.017
N 0.358 -4.765 0.941 0.114
H 4.100 3.813 0.441 0.039
C 3.024 -1.599 -8.281 -0.043
C 0.068 0.991 4.280 -0.015
C 1.765 -2.990 -3.640 -0.071
H 0.143 4.790 1.136 0.011
H -4.588 -4.471 1.392 0.105
C -3.316 -2.904 -1.050 -0.004
H -2.734 3.060 0.785 0.057
N -0.572 -0.131 3.920 -0.206
N -3.288 -1.774 2.319 0.240
C 2.894 -1.288 -6.823 -0.261
C 3.606 -2.667 -0.420 -0.159
H 2.569 -3.407 -3.030 0.078
H 3.673 1.245 0.207 0.003
H 4.074 -1.652 -8.563 0.087
H -5.702 -3.085 1.280 0.098
C 4.352 0.637 0.787 -0.096
H 1.309 -3.804 -4.199 0.082
C 2.702 -0.693 -4.094 -0.370
H 3.329 4.772 -0.836 0.044
O 1.958 -0.747 3.108 0.053
H 6.389 -4.544 -0.201 0.107
C 0.474 -3.541 0.884 -0.290
C -2.139 -1.954 -0.917 -0.521
H 5.431 -1.082 -3.934 0.086
H -2.990 -3.919 -1.295 0.155
C 0.430 -1.296 5.717 -0.025
H 4.702 1.743 -4.748 0.089
C 1.050 -5.804 1.262 -0.391
H -4.026 -2.199 2.854 0.123
H 1.367 2.112 -1.914 -0.030
H 3.437 1.820 -3.511 -0.001
N -2.122 -1.467 0.338 0.011
H 4.127 -4.350 0.786 0.105
H 3.806 3.090 -1.150 0.023
H -2.485 0.730 -2.222 0.048
H 5.396 0.147 -2.665 0.049
H -3.400 0.586 -0.706 0.038
C 3.828 -0.200 1.762 -0.164
C -2.724 1.219 -1.278 -0.252
H 1.116 5.533 -0.157 0.045
H 4.250 -1.602 3.302 0.120
H -0.939 2.757 -2.405 0.089
C 3.411 3.776 -0.401 -0.291
H 1.815 5.241 1.453 0.040
H 1.428 1.926 5.608 0.121
C -3.116 -2.030 1.041 -0.376
C 6.131 -2.860 -1.489 -0.038
H 6.128 1.375 -0.146 0.110
H 2.621 -2.556 0.007 0.048
C 5.782 -0.839 -2.931 -0.055
P -1.184 1.550 -0.327 0.754
H -5.434 -4.119 -0.127 0.101
H 1.789 -0.160 6.937 0.117
H -0.965 -2.120 4.294 0.139
N 0.440 -2.367 0.767 -0.052
H 6.869 -0.803 -2.950 0.086
H 1.014 -2.556 -2.975 0.039
P 1.762 3.179 0.209 0.856
C 4.685 -0.964 2.549 -0.011
Re -0.053 -0.519 0.326 1.240
```


# 2
Formula: C14H15N3O2
Source: OMol25
Level of theory: ωB97M-V with the def2-TZVPD basis set

The calculation puts the highest occupied orbital energy at -0.293 hartree. As for the SMILES: Cn1cccc1/C=N/NC(=O)[C@H](O)c1ccccc1. The relative energy (zero: lowest compared OMol25 entry of this formula, charge and spin) is 158.7 kJ/mol.

XYZ file:
```
34
Properties=species:S:1:pos:R:3:lowdin_charge:R:1
H 3.531 1.169 2.205 0.096
C -2.300 -2.844 0.881 -0.093
C 4.055 1.317 1.258 -0.028
H 3.772 -1.963 -1.948 0.094
C 3.471 -1.169 -1.294 -0.079
C -3.263 -0.654 0.714 -0.022
C -2.594 0.956 -1.098 -0.274
C -1.628 -1.369 -0.886 -0.049
H -1.037 -1.169 -1.766 0.100
N 3.548 0.430 0.249 -0.126
H -3.776 -2.074 2.227 0.102
C 2.259 0.388 -0.223 -0.228
C -2.489 -0.393 -0.409 -0.182
H -0.854 -3.343 -0.617 0.102
H 5.113 1.112 1.411 0.092
H -2.224 -3.797 1.384 0.099
H 5.318 -0.646 -0.180 0.115
O -2.994 2.792 0.386 0.074
C 1.227 1.246 0.254 -0.067
C -3.170 -1.877 1.354 -0.079
H -3.940 0.101 1.086 0.121
C -2.183 2.018 -0.087 -0.418
H -1.912 0.983 -1.956 0.151
H -4.266 1.885 -0.925 0.089
N -0.883 2.031 0.290 0.060
N 0.039 1.190 -0.213 0.076
C 4.277 -0.507 -0.396 -0.092
C -1.530 -2.588 -0.241 -0.079
C 2.198 -0.608 -1.190 -0.026
H 1.318 -0.876 -1.736 0.090
H -0.616 2.710 1.010 0.165
O -3.897 1.228 -1.540 0.003
H 3.944 2.359 0.951 0.096
H 1.486 1.962 1.046 0.120
```


# 3
Formula: C5H11NO2
Source: OMol25
Level of theory: ωB97M-V with the def2-TZVPD basis set

The calculation puts the highest occupied orbital energy at -0.292 hartree. As for the SMILES: COC(C)=O.C=CN. The relative energy (zero: lowest compared OMol25 entry of this formula, charge and spin) is 349.4 kJ/mol.

XYZ file:
```
19
Properties=species:S:1:pos:R:3:lowdin_charge:R:1
H -0.366 2.711 -0.520 0.078
H 0.568 1.097 -2.018 0.123
H -0.422 -1.288 -1.923 0.083
H -1.954 -0.381 -2.005 0.094
H 0.982 -0.627 2.463 0.075
H -0.766 -0.363 2.399 0.079
H 2.091 0.268 0.520 0.087
H -1.819 -1.860 -1.003 0.098
C -0.883 -0.150 -0.175 -0.464
C -1.300 -0.971 -1.363 0.004
C 0.040 -1.025 2.069 -0.124
O -1.559 0.614 0.467 0.077
H 0.596 2.245 0.687 0.083
O 0.111 -1.125 0.657 -0.243
N 0.556 2.336 -0.322 0.038
H 1.958 -0.670 -1.054 0.085
C 0.730 1.077 -0.946 -0.312
C 1.587 0.125 -0.427 0.056
H -0.149 -2.013 2.495 0.081
```


What is the formula in the second record? C14H15N3O2


Among the records above, which one has the highest relative energy (zero: lowest compared OMol25 entry of this formula, charge and spin)? C5H11NO2


Copy entry 2 word for word.
Formula: C14H15N3O2
Source: OMol25
Level of theory: ωB97M-V with the def2-TZVPD basis set

The calculation puts the highest occupied orbital energy at -0.293 hartree. As for the SMILES: Cn1cccc1/C=N/NC(=O)[C@H](O)c1ccccc1. The relative energy (zero: lowest compared OMol25 entry of this formula, charge and spin) is 158.7 kJ/mol.

XYZ file:
```
34
Properties=species:S:1:pos:R:3:lowdin_charge:R:1
H 3.531 1.169 2.205 0.096
C -2.300 -2.844 0.881 -0.093
C 4.055 1.317 1.258 -0.028
H 3.772 -1.963 -1.948 0.094
C 3.471 -1.169 -1.294 -0.079
C -3.263 -0.654 0.714 -0.022
C -2.594 0.956 -1.098 -0.274
C -1.628 -1.369 -0.886 -0.049
H -1.037 -1.169 -1.766 0.100
N 3.548 0.430 0.249 -0.126
H -3.776 -2.074 2.227 0.102
C 2.259 0.388 -0.223 -0.228
C -2.489 -0.393 -0.409 -0.182
H -0.854 -3.343 -0.617 0.102
H 5.113 1.112 1.411 0.092
H -2.224 -3.797 1.384 0.099
H 5.318 -0.646 -0.180 0.115
O -2.994 2.792 0.386 0.074
C 1.227 1.246 0.254 -0.067
C -3.170 -1.877 1.354 -0.079
H -3.940 0.101 1.086 0.121
C -2.183 2.018 -0.087 -0.418
H -1.912 0.983 -1.956 0.151
H -4.266 1.885 -0.925 0.089
N -0.883 2.031 0.290 0.060
N 0.039 1.190 -0.213 0.076
C 4.277 -0.507 -0.396 -0.092
C -1.530 -2.588 -0.241 -0.079
C 2.198 -0.608 -1.190 -0.026
H 1.318 -0.876 -1.736 0.090
H -0.616 2.710 1.010 0.165
O -3.897 1.228 -1.540 0.003
H 3.944 2.359 0.951 0.096
H 1.486 1.962 1.046 0.120
```


Look up the relative energy (zero: lowest compared OMol25 entry of this formula, charge and spin) of the second one. 158.7 kJ/mol